Entry from the Open Molecules 2025 dataset: a cluster of 12 separate species, H24O12 in total at a distorted geometry (ωB97M-V/def2-TZVPD).

Properties
multiplicity	1
ΔE to the lowest compared entry with this formula, charge and spin	240.6	kJ/mol
frontier orbital gap	8.9	eV
electronic energy	-24959.20123	eV
HOMO level	-0.35157	Ha

Geometry (Å):
O -0.9854 -0.7284 2.2448
H -0.8644 0.2096 2.5158
H -0.4764 -1.2344 2.8598
O -0.1934 2.5066 -1.8262
H -0.8764 2.5686 -1.1292
H -0.3164 3.2016 -2.4492
O 2.5426 2.0576 -2.6022
H 2.2336 2.8956 -2.9222
H 1.9286 1.8906 -1.8832
O -0.1564 -0.4484 -0.2202
H 0.4206 0.3306 -0.1602
H -0.4324 -0.5774 0.6918
O 2.0526 -0.3274 2.2988
H 1.8726 0.2366 1.5138
H 2.7686 0.1736 2.6868
O 0.3266 0.0376 -3.2842
H 0.1306 0.8746 -2.9182
H 1.0196 -0.3214 -2.7772
O -3.0934 0.8896 1.3968
H -4.0344 0.7526 1.4058
H -2.7074 0.0456 1.5248
O -2.9664 -2.4064 1.0988
H -2.9514 -3.3174 1.3088
H -2.0854 -2.1794 1.4128
O -2.5114 -0.0614 -1.7872
H -1.6694 -0.1874 -1.3822
H -3.1724 -0.4984 -1.2502
O 1.7636 1.5186 0.2798
H 2.7096 1.5926 0.3688
H 1.4966 2.4156 0.2398
O 1.9396 -1.1884 -1.5612
H 2.6746 -0.7354 -1.1472
H 1.0556 -1.0584 -1.1372
O 1.0556 -3.1914 2.0008
H 1.1936 -2.2684 2.1238
H 0.3076 -3.4694 2.4638

Atomic forces in eV per Å
-0.370 1.456 0.223
-0.202 -0.820 -0.073
0.648 -0.428 0.707
0.100 -0.695 1.675
0.141 -0.011 -0.873
-0.510 0.870 -0.622
0.528 -0.203 0.452
-0.033 0.621 -0.520
-0.185 -0.349 -0.025
0.129 0.809 -0.333
-0.270 -0.131 -0.281
-0.185 -0.509 0.300
-0.250 0.556 -0.733
-0.347 -0.681 0.549
0.374 -0.195 0.626
-1.567 -0.530 -1.990
-0.394 1.257 0.535
1.708 -0.734 0.725
0.082 1.593 -0.069
-0.501 -0.114 -0.031
0.241 -1.438 0.108
0.392 1.081 0.005
-0.621 -1.765 0.053
0.021 0.607 -0.207
-1.317 0.585 -0.953
1.014 -0.429 0.564
0.125 -0.138 0.248
0.355 -0.835 0.137
0.805 -0.130 -0.241
-0.852 1.523 -0.134
-0.007 -0.634 -0.589
-0.374 0.099 0.337
1.135 -0.227 0.409
1.581 -0.671 -1.366
0.355 1.201 0.195
-1.747 -0.592 1.193

Here are the natural (NBO) charges for atoms 1 to 2, given in e: -0.967, 0.511